1.
This record from OMol25 describes a 3-piece molecular cluster, C4H10O3 overall in a non-equilibrium geometry. The level of theory is wB97M-V/def2-TZVPD.

Summary:
- HOMO (alpha / beta): -0.699 / -1.192 eV

The geometry in ORCA input format:
```
! RIJCOSX wB97M-V def2-TZVPD def2/J DEFGRID3
* xyz -1 2
C -0.52 -1.46 1.56
C 0.45 -1.62 0.57
C 0.34 -1.22 -0.77
C -0.90 -0.71 -1.25
O -0.95 0.47 -1.99
H -0.28 -1.55 2.59
H -1.58 -1.42 1.35
H 1.27 -2.31 0.75
H 1.02 -1.72 -1.46
H -1.85 -1.22 -1.11
H -0.17 0.97 -1.75
H -1.35 2.96 0.73
H -1.12 1.52 0.29
O -0.66 2.37 0.42
H 2.88 1.55 -0.17
H 1.49 1.92 0.48
O 1.92 1.47 -0.26
*
```


2.
This record from OMol25 describes one molecule with the formula C12H8ClFN2OS2 in a non-equilibrium geometry. The level of theory is wB97M-V/def2-TZVPD.

Summary:
- SMILES: O=C(NC1=NCCS1)c1sc2cc(F)ccc2c1Cl
- HOMO: -8.667 eV

The geometry in ORCA input format:
```
! RIJCOSX wB97M-V def2-TZVPD def2/J DEFGRID3
* xyz 0 1
O -1.77 -0.97 -1.27
F 5.29 1.52 -3.96
Cl 1.43 0.31 1.64
N -2.81 -0.30 2.73
S 0.86 -0.38 -2.67
S -4.20 -0.93 0.56
C -1.04 -0.58 -0.47
C -2.74 -0.65 1.43
C 0.34 -0.21 -0.97
C 1.35 0.19 -0.14
C 4.80 1.28 -1.60
C 3.31 0.57 -3.33
C 3.91 0.90 -0.59
C 4.44 1.10 -2.98
C 2.37 0.31 -2.35
C 2.56 0.54 -0.92
N -1.46 -0.54 0.85
C -4.20 -0.31 3.24
C -4.98 -1.24 2.25
H 5.74 1.61 -1.47
H 3.20 0.17 -4.35
H 4.20 1.05 0.42
H -0.85 -0.13 1.54
H -4.28 -0.67 4.29
H -4.67 0.68 3.16
H -6.05 -1.03 2.40
H -4.78 -2.29 2.56
*
```


3.
This record from OMol25 describes C7H9N3 as an isolated structure in a non-equilibrium geometry. The level of theory is wB97M-V/def2-TZVPD.

Summary:
- HOMO: -8.308 eV

The geometry in ORCA input format:
```
! RIJCOSX wB97M-V def2-TZVPD def2/J DEFGRID3
* xyz 0 1
C -0.64 1.35 1.60
C -0.31 -0.31 -0.31
C 0.56 0.49 -1.00
C 1.40 -0.22 -1.99
C 1.37 -1.55 -2.10
C 0.42 -2.33 -1.28
C -0.31 -1.70 -0.47
H -2.54 2.08 1.53
H -1.31 2.71 2.79
H 1.54 1.03 1.16
H -1.84 -0.45 1.17
H 0.92 1.68 -0.95
H 1.84 0.24 -2.68
H 2.07 -1.89 -2.80
H 0.29 -3.60 -1.53
H -1.08 -2.36 0.26
N -1.66 1.85 2.31
N 0.62 1.54 1.89
N -1.09 0.36 0.72
*
```


4.
This record from OMol25 describes one molecule with the formula C7H16O2 in a non-equilibrium geometry. The level of theory is wB97M-V/def2-TZVPD.

Summary:
- SMILES: CC(C)[C@@H](O)[C@H](C)CO
- HOMO: -8.780 eV

The geometry in ORCA input format:
```
! RIJCOSX wB97M-V def2-TZVPD def2/J DEFGRID3
* xyz 0 1
C 0.22 0.13 0.77
C 0.91 0.05 -0.53
C -1.50 -0.19 0.42
C 2.58 0.48 -0.13
C 0.96 -1.29 -1.24
C -2.25 0.28 1.67
C -2.09 0.44 -0.83
O 0.67 -0.75 1.75
O 3.19 0.99 -1.30
H 0.57 -1.66 1.43
H 2.89 1.90 -1.42
H 0.24 1.14 1.19
H 0.59 0.84 -1.20
H -1.58 -1.28 0.36
H 3.12 -0.42 0.17
H 2.64 1.22 0.67
H 1.26 -2.11 -0.57
H -0.01 -1.55 -1.67
H 1.69 -1.25 -2.05
H -3.32 0.03 1.61
H -1.85 -0.17 2.58
H -2.18 1.37 1.77
H -3.18 0.31 -0.87
H -1.88 1.52 -0.86
H -1.70 -0.02 -1.74
*
```


5.
This record from OMol25 describes a 2-piece molecular cluster, CHIN2O2S overall in a non-equilibrium geometry. The level of theory is wB97M-V/def2-TZVPD.

Summary:
- HOMO (alpha / beta): -6.675 / -9.980 eV

The geometry in ORCA input format:
```
! RIJCOSX wB97M-V def2-TZVPD def2/J DEFGRID3
* xyz 0 3
C -2.15 -0.87 0.73
N -1.45 -1.76 1.04
N -0.27 -0.26 -0.65
O 0.38 -2.49 -1.33
O -0.38 -2.29 1.42
S 0.75 -1.44 -0.44
I -3.73 0.03 -0.17
H 0.14 0.45 0.02
*
```


6.
This record from OMol25 describes a 2-piece molecular cluster, C2H7N overall in a non-equilibrium geometry. The level of theory is wB97M-V/def2-TZVPD.

Summary:
- SMILES: C=C.N
- HOMO: -9.991 eV

The geometry in ORCA input format:
```
! RIJCOSX wB97M-V def2-TZVPD def2/J DEFGRID3
* xyz 0 1
N -6.40 0.86 -2.42
H -6.52 1.75 -2.87
H -6.83 0.89 -1.51
H -6.80 0.14 -2.99
C 4.37 -0.88 1.99
C 3.76 -0.23 1.03
H 5.11 -0.41 2.63
H 4.31 -1.95 2.16
H 3.88 0.85 0.99
H 3.12 -0.60 0.24
*
```


7.
This record from OMol25 describes one molecule with the formula C5H8O in a non-equilibrium geometry. The level of theory is wB97M-V/def2-TZVPD.

Summary:
- HOMO (alpha / beta): -6.917 / -7.199 eV

The geometry in ORCA input format:
```
! RIJCOSX wB97M-V def2-TZVPD def2/J DEFGRID3
* xyz 0 1
C -1.22 -0.97 0.06
C -0.36 1.11 -0.90
O 0.18 1.80 0.11
C 1.04 1.13 0.82
C 1.20 -0.26 0.27
C -0.03 -0.34 -0.67
H -1.49 -0.32 0.91
H -0.98 -1.96 0.46
H -2.08 -1.05 -0.60
H -1.34 1.47 -1.20
H 1.60 1.68 1.55
H 2.16 -0.41 -0.26
H 1.15 -1.02 1.05
H 0.18 -0.87 -1.60
*
```


8.
This record from OMol25 describes a 2-piece molecular cluster, C2H8N2O3S overall in a non-equilibrium geometry. The level of theory is wB97M-V/def2-TZVPD.

Summary:
- SMILES: NS(=O)(=O)O.C=NC
- HOMO: -10.349 eV

The geometry in ORCA input format:
```
! RIJCOSX wB97M-V def2-TZVPD def2/J DEFGRID3
* xyz 0 1
C 0.51 -0.97 1.72
C -0.78 -2.14 0.05
N 0.01 2.33 -2.07
N -0.60 -1.12 0.81
O 1.16 0.36 -0.77
O -1.02 1.23 -0.08
O 1.05 2.57 0.34
S 0.45 1.61 -0.56
H 1.24 -1.77 1.49
H 0.81 0.00 1.89
H 0.20 -1.28 2.68
H -0.87 0.23 0.36
H -1.67 -2.19 -0.52
H -0.04 -2.87 -0.19
H -0.96 1.98 -2.22
H 0.51 2.04 -2.94
*
```